No. 1
C2H6NO2P | ωB97M-V/def2-TZVPD

```
! wB97M-V def2-TZVPD RIJCOSX def2/J DEFGRID3
* xyz 0 3
C -1.19015 0.21954 0.05050
C 0.29836 -0.01553 -0.55920
N 0.87415 -1.28016 0.04832
O -1.73776 -0.78048 0.76626
O -1.72766 1.27223 -0.24247
P 1.23144 1.43036 0.25067
H 0.21704 0.08040 -1.66805
H -1.22407 -1.59146 0.88178
H 1.89357 -1.21468 -0.15810
H 0.61039 -1.93739 -0.67305
H 0.45870 1.40696 1.47905
H 0.29600 2.41023 -0.17571
*
```

Output
orbital gap (alpha / beta): 4.6 / 5.6 eV
lowest unoccupied orbital energy (alpha / beta): 0.510 / -3.909 eV
relative energy (zero: lowest compared OMol25 entry of this formula, charge and spin): 3.249 eV
maximum force: 3.02 eV/Å
highest occupied orbital energy (alpha / beta): -4.1012 / -9.5136 eV

=====

No. 2
C2H6NO3 | ωB97M-V/def2-TZVPD

```
! wB97M-V def2-TZVPD RIJCOSX def2/J DEFGRID3
* xyz -1 1
O -0.56249 -0.91456 -0.44910
C -1.53468 -0.52127 0.23122
N -1.63835 0.54757 1.03307
C 0.19007 2.08316 -1.02688
O 1.15351 2.79411 -1.02488
H -2.31744 -1.32692 0.44852
H -1.82795 0.08273 1.91944
H 0.00827 1.02855 -1.31767
H -0.79747 2.32373 -0.54061
H 2.04241 -2.96100 0.04922
H 1.32369 -2.57108 1.37533
O 1.96160 -3.12858 0.97012
*
```

Output
orbital gap: 7.4 eV
lowest unoccupied orbital energy: 4.105 eV
relative energy (zero: lowest compared OMol25 entry of this formula, charge and spin): 3.196 eV
maximum force: 3.03 eV/Å
highest occupied orbital energy: -3.3376 eV

=====

No. 3
C2H6NO3 | ωB97M-V/def2-TZVPD

```
! wB97M-V def2-TZVPD RIJCOSX def2/J DEFGRID3
* xyz -1 1
C 0.94218 -1.01111 -0.08465
C -0.94877 0.60376 0.26722
N 0.54387 0.22875 0.52389
O 1.31264 1.39739 -0.01074
O -0.93195 1.35093 -0.72573
O -1.74070 -0.61246 0.28361
H 2.00277 -1.27554 0.27682
H 0.37933 -1.82539 0.46095
H 1.04034 -1.08734 -1.20673
H -1.14897 1.14194 1.26790
H 0.54340 1.83875 -0.34875
H -1.99414 -0.74968 -0.70379
*
```

Output
orbital gap: 7.6 eV
SMILES: CN(O)[C@@H]([O-])O
lowest unoccupied orbital energy: 4.282 eV
relative energy (zero: lowest compared OMol25 entry of this formula, charge and spin): 4.182 eV
maximum force: 4.34 eV/Å
highest occupied orbital energy: -3.3505 eV

=====

No. 4
C2H6NO3 | ωB97M-V/def2-TZVPD

```
! wB97M-V def2-TZVPD RIJCOSX def2/J DEFGRID3
* xyz -1 1
O -0.76299 -2.00837 -1.05597
C -0.66312 -1.56990 0.10117
N -0.47325 -0.28641 0.52992
C 0.29059 0.94121 1.79857
O 0.81238 2.13444 1.69623
H -1.06991 -2.28753 0.83911
H -0.39387 0.58378 -0.07417
H 0.95860 0.13372 1.94083
H -0.54782 0.96588 2.42046
H -0.13210 1.12015 -2.56388
H 0.40982 -0.06782 -1.96622
O 0.74101 0.54005 -2.60327
*
```

Output
orbital gap: 8.4 eV
lowest unoccupied orbital energy: 4.201 eV
relative energy (zero: lowest compared OMol25 entry of this formula, charge and spin): 3.803 eV
maximum force: 4.85 eV/Å
highest occupied orbital energy: -4.2315 eV